Entry i
Here is 2 unconnected molecules or ions with the total composition C28H30ClN3O4S from OMol25. Energies are from wB97M-V/def2-TZVPD.

Element x y z (Å)
H  5.1513  -2.5352  -4.2594
H  7.8180  -2.2606  -1.0490
C  -5.6203  -2.0675  -1.0605
C  6.9577  -2.7644  -2.9851
H  0.8826  5.5766  6.5127
N  -4.9950  -1.4317  -2.2023
H  6.9574  -3.7842  -3.3772
C  -5.8609  -1.3286  -3.3625
H  2.6380  -2.4939  -3.5039
H  -2.1932  2.0744  -3.0117
H  7.8425  -2.2414  -3.3545
H  -7.7547  -1.8184  -0.9677
C  0.4756  4.5807  6.3676
H  2.5129  2.0240  -1.4364
C  -1.4463  -0.8371  -1.3786
C  0.0451  1.0651  -2.0464
H  -0.9941  0.9947  5.9363
N  4.8979  -1.7889  -2.2823
O  1.1454  5.3230  8.9430
H  -8.0094  -1.5304  -3.2488
C  -7.0420  -2.4405  -1.5156
O  0.5357  3.3638  9.7369
H  -2.9104  -2.3202  -0.8099
H  -0.6154  -1.3321  -0.8717
Cl  0.7714  1.3540  1.0470
C  2.5130  0.9890  -1.7767
C  0.3302  3.7265  7.4768
H  -7.1563  -3.0477  -3.6068
H  -5.0499  -2.9474  -0.7258
C  5.6987  -1.8840  -1.0678
C  -7.1259  -2.1288  -3.0139
H  -5.6554  -1.3867  -0.1922
C  1.2818  0.3883  -2.1897
N  0.6925  4.1666  8.7848
H  5.1263  -2.3222  -0.2386
H  -5.3715  -1.7091  -4.2732
H  -6.1150  -0.2811  -3.5791
C  -2.7101  -1.4032  -1.3694
H  -0.2812  1.7895  8.1851
C  3.6829  0.2609  -1.7640
C  -3.7675  -0.8255  -2.1313
C  1.3521  -0.9063  -2.7936
H  0.1912  4.7984  4.2480
H  0.0653  2.1539  -2.0382
S  -0.8718  2.2799  3.2793
C  -0.1878  2.4294  7.3131
C  -0.4404  2.8502  4.9490
C  -1.2233  0.4255  -2.0134
C  -2.3354  1.0652  -2.6267
H  4.6043  0.6844  -1.3548
H  0.4320  -1.3679  -3.1605
C  0.6426  1.8078  2.6260
C  -0.5764  1.9930  6.0503
C  6.9207  -2.7311  -1.4547
H  6.8311  -3.7377  -1.0373
O  -1.3739  3.4468  2.5886
C  2.5636  -1.5510  -2.9551
C  3.7340  -1.0332  -2.3322
H  1.4082  1.4770  3.3169
H  -7.2480  -3.4904  -1.2980
C  5.7088  -2.0083  -3.4741
C  -3.5401  0.4166  -2.7850
C  0.0898  4.1379  5.1053
O  -1.7299  1.1354  3.4906
H  6.0267  -1.0410  -3.9109
H  6.0276  -0.8877  -0.7292
H  -4.3540  0.8867  -3.3415

Values from the calculation:
Gap between HOMO and LUMO in eV: 2.5
Spin multiplicity: 1
Highest occupied orbital energy in eV: -5.0
LUMO energy in eV: -2.5

Entry ii
Here is 2 unconnected molecules or ions with the total composition C28H30ClN3O4S from OMol25. Energies are from wB97M-V/def2-TZVPD.

Element x y z (Å)
H  -0.3565  -3.1553  -5.5393
O  -10.4447  3.6539  0.7755
H  -8.2963  4.6865  1.1005
C  2.1277  -1.6430  -4.2325
O  -3.6141  3.8261  2.3798
S  -3.9097  2.5019  1.8797
C  1.9869  -0.5130  0.8817
Cl  -1.6432  2.3882  0.0053
C  -0.0781  -2.1911  -5.9791
H  3.5147  -3.7087  -6.3204
H  0.2539  0.1962  -0.1494
H  4.7819  -2.1486  2.0577
N  -9.8688  2.5471  0.8971
C  2.7530  0.1708  5.6613
C  2.4874  0.1421  3.1923
O  -3.6615  1.3416  2.7078
H  1.0389  0.8778  4.5589
H  -3.9377  2.0303  -0.5182
C  4.2536  0.0435  5.4620
H  0.8074  0.8688  2.0823
C  3.9218  -1.4749  2.0465
H  -5.8553  4.6807  1.5325
C  3.6852  -0.6329  3.1626
C  1.5644  -0.6848  -1.5911
H  6.2072  -1.0540  2.9602
C  -3.2643  2.2765  0.2973
H  -0.2330  -0.1182  -5.4356
C  1.6892  0.2205  2.0690
H  -1.2112  -1.2007  -4.4470
H  2.3142  -0.8276  5.7775
H  1.5003  -3.2096  -7.0442
N  2.3397  -2.2320  -5.4408
C  -8.4658  2.5344  1.1341
C  0.8319  -1.1418  -3.8917
C  2.1279  0.8568  4.4522
H  -5.9024  0.3540  1.6555
H  2.4666  1.9030  4.4122
H  4.1915  -1.7637  -3.5218
C  -0.2366  -1.0983  -4.9326
H  1.5292  -1.4481  -7.2040
C  -7.7597  3.7480  1.2211
C  -6.4153  1.3060  1.5277
H  -8.3498  0.3805  1.2187
H  4.3313  -2.8005  -5.0342
C  1.2100  -0.3066  -0.2781
C  5.9785  -0.8770  4.0155
C  -7.7889  1.3102  1.2876
C  -5.7069  2.5148  1.6092
C  3.0684  -1.4520  0.9658
H  3.7241  -0.9029  -1.3142
C  3.6355  -2.7129  -5.8692
H  2.5567  0.7361  6.5740
H  -0.4416  -0.3655  -2.3596
H  -0.7426  -1.9989  -6.8247
H  6.2528  -1.7777  4.5878
H  4.6982  -0.5745  6.2562
C  0.5688  -0.7004  -2.6109
O  -10.4749  1.4529  0.8208
H  4.7279  1.0393  5.5297
H  4.0839  -2.0565  -6.6331
C  2.8940  -1.0236  -2.0052
C  1.3501  -2.2736  -6.4901
H  3.2339  -2.1598  0.1573
H  6.6120  -0.0512  4.3778
C  3.1644  -1.4989  -3.2696
N  4.5807  -0.5435  4.1859
C  -6.3869  3.7339  1.4599

Values from the calculation:
Gap between HOMO and LUMO in eV: 2.5
Spin multiplicity: 1
Highest occupied orbital energy in eV: -4.8
LUMO energy in eV: -2.3

Which one is the least stable? From the structures above, entry i.